#P
Density functional theory data (the ωB97M-V functional and the def2-TZVPD basis) for the molecule C2H4OS3.

HOMO energy, eV: -8.8
Orbital gap, eV: 8.409
E_LUMO, eV: -0.36

Last column: natural (NBO) charge in e.
Positions of all 10 atoms, in Å:
1 C 0.288 -0.439 -1.373  -0.7265
2 C 0.715 -0.030 1.096  -0.7506
3 H 0.021 -0.250 -2.484  0.2636
4 H 0.992 -1.298 -1.333  0.2441
5 H 1.433 -0.805 0.734  0.2395
6 H 1.151 0.677 1.982  0.2780
7 O 2.204 1.356 -0.521  -0.9496
8 S 0.695 1.100 -0.387  1.2251
9 S -1.439 -0.806 -0.674  0.0602
10 S -0.959 -0.690 1.494  0.1160

---

#Q
Density functional theory data (the ωB97M-V functional and the def2-TZVPD basis) for a cluster of 2 separate species, C2H4OS3 in total.

HOMO energy (alpha / beta), eV: -8.2 / -7.1
Orbital gap (alpha / beta), eV: 7.840 / 7.309
E_LUMO (alpha / beta), eV: -0.33 / 0.21

Last column: natural (NBO) charge in e.
Positions of all 10 atoms, in Å:
1 C -0.715 0.279 1.867  0.3479
2 C 0.738 -0.552 -0.437  -0.6633
3 O -1.304 1.217 1.509  -0.4742
4 S 0.385 -2.222 -0.852  0.0973
5 S 0.197 0.858 -1.280  0.0968
6 S 2.222 -0.355 0.375  0.1057
7 H -0.019 0.256 2.716  0.1252
8 H 1.352 -2.696 -0.060  0.1069
9 H -1.103 0.750 -1.016  0.1393
10 H 2.693 -1.661 0.415  0.1182

---

Least stable: #Q

---

#P
Density functional theory data (the ωB97M-V functional and the def2-TZVPD basis) for the molecule C10H15N5O4.

HOMO energy, eV: -9.2
Orbital gap, eV: 9.525
E_LUMO, eV: 0.31
SMILES string: NC(=O)C[C@H](NC(=O)[C@@H](N)Cc1c[nH]cn1)C(=O)O

Last column: natural (NBO) charge in e.
Positions of all 34 atoms, in Å:
1 N 3.694 -1.315 -1.135  -0.8480
2 C 3.981 -0.291 -0.288  0.6799
3 O 4.946 -0.140 0.543  -0.6385
4 C 2.909 0.828 -0.567  -0.5298
5 C 1.987 1.163 0.552  -0.1319
6 N 0.973 0.029 0.922  -0.6052
7 C 0.448 -0.857 0.047  0.6700
8 O 0.696 -0.793 -1.177  -0.6995
9 C -0.567 -1.924 0.438  -0.1130
10 N -0.889 -1.707 1.832  -0.8707
11 C -1.948 -1.711 -0.441  -0.4248
12 C -2.528 -0.319 -0.270  0.0891
13 C -3.737 -0.113 -0.776  -0.0803
14 N -4.001 1.258 -0.559  -0.5296
15 C -2.938 1.817 0.135  0.2015
16 N -1.989 0.900 0.274  -0.5615
17 C 1.221 2.487 0.320  0.7641
18 O 1.843 3.475 -0.144  -0.5977
19 O -0.077 2.500 0.099  -0.7088
20 H 4.239 -2.265 -1.043  0.4088
21 H 2.655 -1.290 -1.427  0.4388
22 H 3.542 1.709 -0.760  0.2739
23 H 2.398 0.496 -1.472  0.2482
24 H 2.627 1.494 1.460  0.2612
25 H 0.636 0.049 1.850  0.4192
26 H -0.204 -2.971 0.204  0.2345
27 H -1.295 -2.663 2.166  0.3774
28 H -1.490 -0.892 1.967  0.3814
29 H -1.713 -1.857 -1.478  0.2388
30 H -2.676 -2.596 -0.247  0.2225
31 H -4.547 -0.729 -1.069  0.2244
32 H -4.944 1.651 -0.688  0.4253
33 H -2.600 2.872 0.615  0.2686
34 H -0.654 1.705 0.114  0.5117

---

#Q
Density functional theory data (the ωB97M-V functional and the def2-TZVPD basis) for the molecule C10H15N5O4.

HOMO energy, eV: -9.0
Orbital gap, eV: 9.670
E_LUMO, eV: 0.68
SMILES string: NC(=O)C[C@H](NC(=O)[C@@H](N)Cc1c[nH]cn1)C(=O)O

Last column: natural (NBO) charge in e.
Positions of all 34 atoms, in Å:
1 N 3.811 1.387 -0.032  -0.8331
2 C 2.455 1.658 0.019  0.6971
3 O 1.944 2.683 -0.418  -0.6567
4 C 1.569 0.642 0.777  -0.5110
5 C 1.181 -0.594 -0.039  -0.1541
6 N -0.095 -1.055 0.453  -0.6670
7 C -1.091 -1.753 -0.205  0.6978
8 O -0.896 -2.414 -1.214  -0.6550
9 C -2.538 -1.434 0.247  -0.1203
10 N -2.382 -0.976 1.676  -0.9062
11 C -3.161 -0.359 -0.656  -0.4315
12 C -2.425 0.959 -0.494  0.0794
13 C -1.446 1.425 -1.304  -0.1013
14 N -0.874 2.442 -0.583  -0.5298
15 C -1.558 2.545 0.614  0.1735
16 N -2.486 1.631 0.690  -0.5033
17 C 2.169 -1.768 0.063  0.7975
18 O 3.297 -1.624 0.597  -0.6369
19 O 1.756 -2.867 -0.468  -0.6547
20 H 4.431 1.995 -0.550  0.4108
21 H 4.080 0.394 0.236  0.4405
22 H 2.048 0.343 1.685  0.2455
23 H 0.599 1.121 1.021  0.2473
24 H 1.017 -0.274 -1.064  0.2283
25 H -0.353 -0.933 1.477  0.4529
26 H -3.249 -2.360 0.160  0.2233
27 H -2.589 0.056 1.749  0.4157
28 H -2.980 -1.536 2.266  0.3742
29 H -4.255 -0.323 -0.379  0.2320
30 H -3.037 -0.725 -1.718  0.2358
31 H -0.931 0.990 -2.129  0.2209
32 H 0.081 2.727 -0.745  0.4567
33 H -1.301 3.201 1.407  0.2055
34 H 0.895 -2.807 -0.949  0.5262

---

Least stable: #P

---

#P
Density functional theory data (the ωB97M-V functional and the def2-TZVPD basis) for a structure of composition C10H12N2O2.

HOMO energy, eV: -9.6
Orbital gap, eV: 9.743
E_LUMO, eV: 0.14

Last column: natural (NBO) charge in e.
Positions of all 26 atoms, in Å:
1 C -3.907 1.002 0.232  -0.7686
2 C -2.844 -0.081 -0.161  0.6844
3 C -0.952 1.700 -0.865  0.7951
4 C 1.280 0.753 -1.446  -0.2245
5 C 1.506 -0.277 -0.261  -0.0643
6 C 2.020 0.063 0.912  -0.2711
7 C 2.441 -0.801 1.929  -0.1839
8 C 2.188 -2.266 1.791  -0.2170
9 C 1.785 -2.517 0.437  -0.2067
10 C 1.625 -1.630 -0.666  -0.2124
11 H -3.519 1.417 1.336  0.2639
12 H -5.063 0.789 0.488  0.2718
13 H -3.776 1.874 -0.681  0.2571
14 H -1.018 -0.537 -0.966  0.3933
15 H 0.598 2.839 -0.732  0.4248
16 H 2.486 1.378 -1.478  0.2289
17 H 0.929 0.334 -2.573  0.2344
18 H 2.326 1.044 1.306  0.2212
19 H 2.480 -0.105 2.903  0.2245
20 H 2.372 -3.090 2.667  0.2533
21 H 1.666 -3.556 0.208  0.2086
22 H 1.112 -1.974 -1.656  0.2326
23 N -1.702 0.284 -1.298  -0.7075
24 N 0.354 1.760 -1.283  -0.6601
25 O -2.883 -1.187 0.576  -0.5725
26 O -1.506 2.784 -0.720  -0.6054

---

#Q
Density functional theory data (the ωB97M-V functional and the def2-TZVPD basis) for a cluster of 2 separate species, C10H12N2O2 in total.

HOMO energy, eV: -8.0
Orbital gap, eV: 8.459
E_LUMO, eV: 0.46
SMILES string: Cc1ccc2c(N)ccnc2c1.OO

Last column: natural (NBO) charge in e.
Positions of all 26 atoms, in Å:
1 C 1.783 1.080 2.248  -0.6586
2 C 0.853 0.379 1.306  0.0165
3 C -0.438 0.052 1.858  -0.2367
4 C -1.377 -0.545 1.033  -0.1703
5 C -1.073 -0.942 -0.268  -0.2021
6 C -2.059 -1.514 -1.118  0.2714
7 N -3.091 -2.201 -0.513  -0.8050
8 C -1.803 -1.472 -2.486  -0.3617
9 C -0.578 -1.073 -2.987  0.0702
10 N 0.499 -0.751 -2.208  -0.4791
11 C 0.222 -0.571 -0.847  0.2874
12 C 1.163 0.095 -0.011  -0.2973
13 H 2.513 1.649 1.679  0.2268
14 H 1.316 1.751 3.032  0.2200
15 H 2.166 0.204 2.777  0.2297
16 H -0.603 0.442 2.898  0.2163
17 H -2.359 -0.731 1.510  0.1990
18 H -3.849 -2.700 -1.140  0.4157
19 H -3.077 -2.170 0.477  0.4012
20 H -2.623 -1.828 -3.165  0.2112
21 H -0.388 -1.089 -4.046  0.1985
22 H 2.149 0.246 -0.329  0.2351
23 O 3.251 2.710 -0.205  -0.4663
24 O 2.040 3.322 0.013  -0.4447
25 H 3.923 3.059 0.391  0.4589
26 H 1.442 2.596 0.101  0.4639

---

Least stable: #P